A cluster of 2 separate species, C3H3Cl2N in total at a distorted geometry, computed with the ωB97M-V functional and the def2-TZVPD basis.

Calculated values
HOMO-LUMO gap (alpha / beta) = 0.232 / 0.228 Eh
Calculated total energy = -1091.08610 Ha
Relative energy (zero: lowest compared OMol25 entry of this formula, charge and spin) = 411.76 kJ/mol

The geometry in ORCA input format:
```
! wB97M-V def2-TZVPD RIJCOSX def2/J DEFGRID3
* xyz 0 1
C -1.4565 1.4982 -0.3440
C 1.0372 -0.1983 0.0521
C -0.1811 -0.9611 0.2078
N -1.8398 2.5667 -0.4056
Cl -0.9384 -1.2379 1.6584
Cl -0.8430 -1.8597 -1.1283
H 1.9203 -0.7170 -0.2854
H 1.2834 0.3291 0.9555
H 1.0178 0.5799 -0.7105
*
```

***

An isolated molecule of C3H3Cl2N at a distorted geometry, computed with the ωB97M-V functional and the def2-TZVPD basis.

Calculated values
HOMO-LUMO gap = 0.448 Eh
Calculated total energy = -1091.21937 Ha
SMILES string = CC(Cl)(Cl)C#N
Relative energy (zero: lowest compared OMol25 entry of this formula, charge and spin) = 61.86 kJ/mol

The geometry in ORCA input format:
```
! wB97M-V def2-TZVPD RIJCOSX def2/J DEFGRID3
* xyz 0 1
C 0.9651 0.3741 -0.1147
C -0.2369 -0.4393 0.3139
Cl -0.5832 -0.2053 2.0544
Cl -0.0951 -2.1768 -0.0014
C -1.4196 0.1589 -0.4576
N -2.2931 0.5699 -1.0521
H 0.8260 1.3884 -0.1738
H 1.1291 0.0245 -1.1866
H 1.7077 0.3056 0.6179
*
```

***

A structure of composition C3H3Cl2O3 at a distorted geometry, computed with the ωB97M-V functional and the def2-TZVPD basis.

Calculated values
HOMO-LUMO gap = 0.311 Eh
Calculated total energy = -1262.30971 Ha
Relative energy (zero: lowest compared OMol25 entry of this formula, charge and spin) = 57.28 kJ/mol

The geometry in ORCA input format:
```
! wB97M-V def2-TZVPD RIJCOSX def2/J DEFGRID3
* xyz -1 1
C 1.9273 1.5377 0.4124
C -0.6422 -0.1056 0.2260
C -0.1047 -1.3020 0.1117
O 2.5609 0.7883 1.0194
O 1.3712 2.5627 0.2838
O 0.6047 -1.7084 -0.8830
Cl -0.4306 -2.5288 1.2718
Cl 1.8162 0.6945 -1.8236
H -0.3660 0.4981 -0.4959
H -1.4974 0.2717 0.8762
H 1.2755 -0.9236 -1.1798
*
```

***

An isolated molecule of C3H3Cl2OP at a distorted geometry, computed with the ωB97M-V functional and the def2-TZVPD basis.

Calculated values
HOMO-LUMO gap = 0.385 Eh
Calculated total energy = -1453.05975 Ha
SMILES string = CC#CP(=O)(Cl)Cl
Relative energy (zero: lowest compared OMol25 entry of this formula, charge and spin) = 0.00 kJ/mol

The geometry in ORCA input format:
```
! wB97M-V def2-TZVPD RIJCOSX def2/J DEFGRID3
* xyz 0 1
C 0.7941 -1.9548 1.0943
C 0.4637 -0.6672 0.4687
C -0.0890 0.2222 -0.1337
P -0.6489 2.0013 -1.1316
O 0.3143 2.5815 -2.0018
Cl -2.2204 1.3410 -2.0826
Cl -1.1995 3.1859 0.3008
H 0.0295 -2.4607 0.5199
H 1.7670 -2.4027 0.7622
H 0.7892 -1.8467 2.2037
*
```

***

An isolated molecule of C3H3Cl3, computed with the ωB97M-V functional and the def2-TZVPD basis.

Calculated values
HOMO-LUMO gap = 0.414 Eh
Calculated total energy = -1496.65951 Ha
SMILES string = C=CC(Cl)(Cl)Cl
Relative energy (zero: lowest compared OMol25 entry of this formula, charge and spin) = 12.47 kJ/mol

The geometry in ORCA input format:
```
! wB97M-V def2-TZVPD RIJCOSX def2/J DEFGRID3
* xyz 0 1
C -0.2021 1.1273 -0.9170
C -0.2141 -0.1361 -0.5335
C 0.2185 -0.6537 0.8163
Cl -1.1587 -1.4945 1.5729
Cl 0.7963 0.6165 1.9091
Cl 1.5340 -1.8444 0.5614
H -0.5430 1.3970 -1.9085
H 0.1308 1.9437 -0.3208
H -0.5617 -0.9558 -1.1799
*
```

***

A cluster of 2 separate species, C3H3Cl3 in total at a distorted geometry, computed with the ωB97M-V functional and the def2-TZVPD basis.

Calculated values
HOMO-LUMO gap (alpha / beta) = 0.307 / 0.300 Eh
Calculated total energy = -1496.50232 Ha
Relative energy (zero: lowest compared OMol25 entry of this formula, charge and spin) = 425.15 kJ/mol

The geometry in ORCA input format:
```
! wB97M-V def2-TZVPD RIJCOSX def2/J DEFGRID3
* xyz 0 1
C -0.9596 -0.6538 1.7242
C 0.2939 -0.7649 1.4691
C 1.6318 -2.1185 -0.7394
Cl 1.6791 -0.2527 2.2260
Cl 0.4933 -3.1484 -1.5156
Cl 2.6809 -2.8203 0.3757
H -1.3989 0.1358 2.3736
H -1.8510 -0.9397 1.1735
H 2.0384 -1.5544 -1.5723
*
```

***

An isolated molecule of C3H3Cl3O at a distorted geometry, computed with the ωB97M-V functional and the def2-TZVPD basis.

Calculated values
HOMO-LUMO gap = 0.401 Eh
Calculated total energy = -1571.91487 Ha
SMILES string = O=C[C@H](Cl)C(Cl)Cl
Relative energy (zero: lowest compared OMol25 entry of this formula, charge and spin) = 0.00 kJ/mol

The geometry in ORCA input format:
```
! wB97M-V def2-TZVPD RIJCOSX def2/J DEFGRID3
* xyz 0 1
O 0.3925 1.9136 1.0382
C -0.3918 1.0216 0.9022
C -0.4921 0.2012 -0.4002
Cl -2.0290 -0.5839 -0.5854
C 0.6383 -0.8292 -0.4298
Cl 2.1865 -0.0427 -0.8488
Cl 0.7082 -1.7445 1.0768
H -1.0828 0.6958 1.7138
H -0.3635 0.8775 -1.2685
H 0.4337 -1.5095 -1.1984
*
```

***

An isolated molecule of C3H3Cl3S at a distorted geometry, computed with the ωB97M-V functional and the def2-TZVPD basis.

Calculated values
HOMO-LUMO gap = 0.303 Eh
Calculated total energy = -1894.79809 Ha
SMILES string = S=C[C@@H](Cl)C(Cl)Cl
Relative energy (zero: lowest compared OMol25 entry of this formula, charge and spin) = 91.79 kJ/mol

The geometry in ORCA input format:
```
! wB97M-V def2-TZVPD RIJCOSX def2/J DEFGRID3
* xyz 0 1
S -2.0686 1.5634 0.1920
C -1.1302 0.4623 -0.5367
C -0.4840 -0.6216 0.2433
Cl 0.0796 -1.9848 -0.7482
C 1.0143 0.1197 0.9559
Cl 0.6061 1.5169 2.2657
Cl 1.9472 -1.1395 1.8130
H -0.7885 0.5876 -1.6980
H -1.0459 -0.9811 1.1071
H 1.6269 0.3398 0.0291
*
```

***

A cluster of 2 separate species, C3H3Cl3S2 in total at a distorted geometry, computed with the ωB97M-V functional and the def2-TZVPD basis.

Calculated values
HOMO-LUMO gap (alpha / beta) = 0.301 / 0.231 Eh
Calculated total energy = -2292.88031 Ha
Relative energy (zero: lowest compared OMol25 entry of this formula, charge and spin) = 420.45 kJ/mol

The geometry in ORCA input format:
```
! wB97M-V def2-TZVPD RIJCOSX def2/J DEFGRID3
* xyz 0 1
C -1.6712 0.4358 -0.8983
C 1.0927 0.7912 0.1562
C 1.2503 -0.5843 0.3121
S -1.5733 -1.0653 -1.3511
S -2.8301 1.2716 -0.0428
Cl 2.9104 -0.8158 1.6258
Cl 0.1103 -1.5219 1.2306
Cl 1.7209 -1.4858 -1.0798
H 1.7981 1.1771 -0.6047
H 0.9801 1.2522 1.0706
H -3.7882 0.5452 -0.4186
*
```

***

An isolated molecule of C3H3ClF2 at a distorted geometry, computed with the ωB97M-V functional and the def2-TZVPD basis.

Calculated values
HOMO-LUMO gap = 0.411 Eh
Calculated total energy = -775.92383 Ha
SMILES string = F[C@@H]1[C@H](F)[C@@H]1Cl
Relative energy (zero: lowest compared OMol25 entry of this formula, charge and spin) = 250.22 kJ/mol

The geometry in ORCA input format:
```
! wB97M-V def2-TZVPD RIJCOSX def2/J DEFGRID3
* xyz 0 1
F -0.7104 -1.4286 -0.9926
C -0.1726 -0.7596 0.1749
C -0.5273 0.5637 0.2009
F -1.4462 0.9980 -0.6232
C 0.8509 0.2774 -0.0797
Cl 1.8249 0.3194 -1.6744
H -0.4454 -1.4203 1.0961
H -0.7183 0.9952 1.1514
H 1.3444 0.4549 0.7467
*
```